(1)
DFT (ωB97M-V/def2-TZVPD) results for a molecular structure, C20H31BNO2Sn at a distorted geometry.

```
56
Properties=species:S:1:pos:R:3:lowdin_charge:R:1
C -0.7014 1.9623 -7.3309 -0.059
H -1.0404 3.0203 -5.3778 0.053
C -2.3580 -0.0945 -0.2473 -0.177
H 1.4991 -1.9577 2.6706 0.142
C 1.3668 -1.4983 -4.1151 -0.168
H -4.6107 2.1116 -1.3693 0.099
C -2.5894 -0.5893 -1.5451 -0.215
H 1.5386 0.7748 -7.3611 0.096
H 3.1448 -1.9951 -1.3856 0.132
H -4.0610 0.0880 -3.1513 0.095
H 3.6477 -1.2744 1.1830 0.140
H -3.1889 1.6390 0.8749 0.116
B 0.1719 1.4569 1.4053 -0.440
H -0.5386 0.7009 2.0380 0.013
C -3.5014 0.3158 -2.2298 -0.354
H -1.7938 -0.5979 0.5405 0.079
H -1.6222 -0.6587 -8.3398 0.108
N -0.0306 1.3934 -1.2798 -0.006
H -1.3443 -1.4607 -6.7563 0.089
C -0.5555 0.5041 -6.8589 -0.534
C 2.7471 -1.7630 0.8289 0.071
C 0.7005 -0.4615 -3.1947 -0.247
H 0.6254 -1.8800 -4.8502 0.120
H 0.6761 2.5629 -5.7005 0.119
H -1.7061 2.2912 -7.6207 0.126
O -0.6633 0.9034 -5.4277 -0.330
H 1.3055 1.2919 1.8229 0.006
H 0.0105 2.2997 -8.0882 0.123
C 1.8103 0.5877 -3.0332 -0.178
H 0.3748 -0.8827 -2.2414 0.069
H -0.1880 2.5916 1.6570 0.035
H 0.7283 -0.5138 -8.2527 0.109
C -1.6079 -0.5130 -7.2443 -0.009
C 2.4874 -2.1291 -0.5284 0.026
H -2.6066 -0.2476 -6.8909 0.089
Sn -1.5597 1.5703 -3.1780 1.543
H -0.2079 -0.2033 -3.7796 0.019
C 0.7989 -0.0261 -7.2672 -0.010
C 1.6153 -2.1230 1.6080 0.074
H 2.5542 1.2185 -5.0369 0.109
H -0.3143 -3.0909 1.0239 0.135
C 1.2054 -2.7401 -0.5831 0.016
C -3.8454 1.3444 -1.2481 -0.174
C 0.1293 1.3295 -0.1193 -0.203
C 0.6565 -2.7149 0.7367 0.063
O 2.4818 -0.8923 -4.8346 -0.150
C -3.1157 1.1012 -0.0729 -0.107
H 1.7071 -2.3322 -3.4685 0.103
H 0.7470 -3.2028 -1.4516 0.128
C 2.7146 0.4274 -4.2714 -0.162
H -2.1841 -1.5188 -1.9361 0.088
H 2.4031 0.2422 -2.1500 0.109
H 3.7818 0.4944 -4.0104 0.122
H 1.1568 -0.7944 -6.5820 0.068
C -0.3754 2.3023 -5.8766 -0.200
H 1.5233 1.6300 -2.8088 0.091
```

Net charge: +1
Maximum force (eV Å⁻¹): 2.4
2S+1: 1
HOMO level (alpha / beta) (eV): -10.33 / -10.35
Frontier orbital gap (alpha / beta) (Eh): 0.1133 / 0.1158

(2)
DFT (ωB97M-V/def2-TZVPD) results for 7 unconnected molecules or ions with the total composition C20H31ClF3O30S7 at a distorted geometry.

```
92
Properties=species:S:1:pos:R:3:lowdin_charge:R:1
S -1.0327 3.6347 -0.0129 0.663
C -3.2085 3.5791 -1.2347 -0.170
C -1.4540 -3.3165 -4.0549 -0.179
Cl 4.2689 -0.1009 -0.3457 0.727
H 0.7757 -1.9426 1.1779 0.118
O 0.9823 -2.7505 -1.5906 -0.212
H 0.0165 -6.5242 4.0317 0.142
S 5.1737 0.3166 2.5923 0.840
H -3.7794 4.4125 -0.8160 0.126
C 3.7352 0.3107 1.3547 -0.749
H -7.1304 -5.2610 2.8705 0.136
O 4.7797 1.0636 3.8626 -0.315
H -2.8872 9.2196 -4.0930 0.135
H -2.5005 4.8765 -2.8388 0.088
O -1.2271 -3.0938 -2.6645 -0.187
O -3.9131 6.3444 -2.7429 -0.231
O -1.0582 4.5132 1.1178 -0.226
H 3.6439 2.2431 1.9154 0.102
O 5.5568 -1.2421 3.0676 -0.196
H -0.0685 0.4939 0.0173 0.064
O -0.0406 2.6150 -0.1842 -0.230
C -0.4201 -5.5394 3.8646 -0.158
H -1.9044 -5.9074 5.4043 0.128
H 2.8026 -2.8850 1.6465 0.169
O 0.6380 -2.2566 -3.9995 -0.189
H -3.8925 2.8724 -1.7065 0.138
C 5.3696 -3.6937 2.8896 -0.524
C -6.6245 -6.3680 1.0743 -0.169
H -4.0551 9.8350 -5.2910 0.136
S 6.1821 3.4381 0.4637 0.664
C 4.8219 -2.2579 2.3309 -0.214
O 7.4728 3.3558 -0.5218 -0.181
O -4.7122 8.2827 -4.0763 -0.185
H 2.1824 -0.1294 2.8845 0.168
O -3.7079 -4.9839 2.7499 -0.256
H -1.7556 3.2569 -2.8140 0.136
O 3.1513 1.6408 1.3074 -0.087
C 7.1228 5.6506 -0.2131 -0.184
O -1.9818 -3.2494 2.1580 -0.212
S -4.4256 6.6863 -4.0392 0.665
O -7.9205 -6.3789 0.4727 -0.199
H -5.5797 -4.7767 2.1364 0.090
O -1.0756 4.5355 -1.3635 -0.185
O -2.4955 2.9483 -0.1702 -0.187
H 6.9999 4.5770 -2.0965 0.130
O 5.1352 -4.7983 2.2871 -0.091
C 2.6310 -0.6844 1.9705 -0.212
O -5.5426 6.0168 -4.6361 -0.217
H -2.0809 -2.5018 -4.4299 0.131
S -8.4009 -4.8481 0.2238 0.647
O -3.1956 6.6668 -5.0983 -0.190
S 0.0623 -2.1216 -2.4863 0.649
H -5.8805 -6.3183 0.2738 0.135
C -2.1400 4.0746 -2.1961 -0.182
H -1.9626 -4.2676 -4.2142 0.134
C -3.1662 7.9092 -5.8007 -0.170
H 7.8784 5.8708 0.5467 0.130
C 0.9106 -0.1105 -0.0543 -0.051
O -7.3014 -4.1232 1.1699 -0.187
F 1.3336 -2.1074 4.1395 0.029
O 6.3492 1.0242 1.9014 -0.370
O 5.0677 2.8580 -0.2151 -0.245
O -2.1611 -4.0932 4.4799 -0.186
H 6.8284 6.5761 -0.7104 0.130
H 5.0886 -2.2743 1.2022 0.146
O 6.5949 3.0465 1.7776 -0.246
O 6.0007 5.0558 0.4354 -0.193
C -6.5965 -5.1102 1.9276 -0.171
O -1.2946 -5.5599 2.7334 -0.186
O -0.4106 -0.7815 -2.3084 -0.241
H 0.4571 -4.2276 -4.5361 0.133
H -0.7005 -4.6677 5.8432 0.141
C 1.3833 -0.9730 0.9957 -0.107
S -2.4080 -4.3940 2.9054 0.664
H 1.4680 -0.0106 -1.0634 0.067
C -0.0721 -3.2830 -4.6913 -0.177
H -3.8397 7.8281 -6.6591 0.134
C -1.2896 -5.0854 5.0259 -0.164
H -6.4647 -7.2725 1.6613 0.136
O -8.1162 -4.5033 -1.1386 -0.236
C 7.6231 4.6025 -1.1972 -0.183
C -3.6716 8.9390 -4.8015 -0.170
H -0.1150 -3.0630 -5.7589 0.133
H -2.1578 8.1295 -6.1513 0.138
O -9.6959 -4.6795 0.8128 -0.236
F 2.4812 -4.0655 3.8980 0.044
F 3.4977 -2.2093 4.9137 0.080
C 3.2170 -2.1295 2.4218 -0.089
O 6.1464 -3.6885 4.0548 -0.181
H 0.3765 -4.8189 3.6630 0.111
C 2.6455 -2.6330 3.8437 -0.302
H 8.6636 4.7622 -1.4819 0.132
```

Net charge: -1
Maximum force (eV Å⁻¹): 7.6
2S+1: 1
HOMO level (eV): -4.36
Frontier orbital gap (Eh): 0.2049

(3)
DFT (ωB97M-V/def2-TZVPD) results for a molecular structure, C20H31ClN4Zr at a distorted geometry.

```
57
Properties=species:S:1:pos:R:3:lowdin_charge:R:1
C -0.0650 -0.5249 3.8382 -0.133
H 1.5230 1.6353 -6.0120 0.088
C 1.0092 2.6938 4.2672 -0.146
H -2.1302 0.7116 -6.2773 0.088
H -1.1251 -0.8336 3.8445 0.117
C 1.3128 0.6523 -6.4515 -0.112
H -2.6310 1.4245 0.9195 0.128
H 1.9336 -0.7053 -1.9213 0.113
C -0.2624 -1.2130 -6.7566 -0.110
H 0.5940 -1.4079 3.7584 0.119
N 0.2199 0.1409 5.1246 -0.076
H 2.1334 -0.0369 -6.2141 0.088
H -1.6884 1.0303 5.2878 0.137
H -0.4529 2.3424 2.0687 0.137
Zr -0.2046 -0.4597 0.3299 1.755
H -0.9931 2.0764 -6.0452 0.088
H -0.2141 -1.0366 -7.8433 0.106
H -0.3692 1.8381 6.2275 0.144
H 1.3283 0.7887 -7.5445 0.106
H 1.2267 3.4750 3.5364 0.136
H 2.2996 0.0370 2.6913 0.112
C -1.1174 1.0794 -6.4861 -0.113
H 1.7914 1.1325 6.1196 0.144
H 2.2917 -0.2680 5.0866 0.137
C 0.6617 -2.3121 -0.9922 -0.154
C -2.3138 -0.7546 1.3710 -0.172
N -0.4044 2.2913 4.1741 -0.071
H -1.2513 -1.6464 -6.5600 0.089
C 1.4039 -1.9640 1.1776 -0.177
Cl -0.1176 -0.1329 -4.0209 0.406
H 0.5137 -1.9557 -6.5319 0.089
C -0.6689 1.6303 2.8830 -0.170
H -2.4816 -0.8092 2.4387 0.115
C -0.6353 1.3380 5.2814 -0.133
H 1.1860 3.0854 5.2754 0.139
C -2.2334 0.0281 -0.8278 -0.141
H 0.0704 -3.7000 0.7075 0.145
C 1.5983 -1.2441 -1.0306 -0.151
C 0.5728 -2.7943 0.3519 -0.111
C -0.0420 0.1062 -6.0378 -0.759
H 2.9021 -0.3841 0.6184 0.130
C 1.6257 0.6004 5.1678 -0.133
H -2.0331 -1.9953 -1.7559 0.132
C 1.6114 0.8875 2.7690 -0.168
H -2.2545 0.6970 -1.6913 0.128
C -2.2138 -1.8828 0.4896 -0.109
C -2.1182 -1.3917 -0.8539 -0.149
C 2.0924 -1.0466 0.3173 -0.167
C -2.3956 0.4266 0.5589 -0.166
N 0.1851 0.4080 2.6552 -0.167
H -1.0536 1.2102 -7.5779 0.106
H 1.6009 -2.1275 2.2320 0.116
H -2.3196 -2.9203 0.8140 0.143
H -1.7281 1.3484 2.8932 0.112
H 1.7828 1.6150 1.9575 0.137
H 0.1458 -2.7237 -1.8608 0.131
N 1.9019 1.5402 4.0594 -0.071
```

Net charge: +2
Maximum force (eV Å⁻¹): 1.8
2S+1: 1
HOMO level (eV): -14.79
Frontier orbital gap (Eh): 0.2360

Computed calculated total energy, in the same sequence as the records: -33321.017; -179176.551; -40990.830 eV.